A 5-piece molecular cluster, C22H58BN4O8 overall at a distorted geometry. Source: OMol25; level of theory: ωB97M-V/def2-TZVPD.

total charge = -1
E_tot = -46768.376 eV
orbital gap = 6.00 eV
HOMO level = -4.03 eV

Each line ends with the Mulliken charge.
Cartesian coordinates (Å):
O1 1.360 -4.263 2.398  -0.37
O2 -1.398 4.911 3.277  -0.43
O3 3.010 2.840 3.663  -0.19
O4 0.122 -4.246 -3.063  -0.32
O5 -1.924 -0.188 -4.277  -0.54
O6 -2.839 5.405 -1.335  -0.30
O7 -1.022 3.930 -1.634  -0.42
O8 -4.051 1.742 -4.639  -0.78
N1 0.294 -6.521 0.979  -0.69
N2 -2.420 2.658 1.814  -0.71
N3 4.274 4.198 1.471  -0.74
N4 -2.500 -4.240 -4.236  -0.74
C1 4.549 4.622 2.849  0.29
C2 -1.051 -5.380 -5.828  -1.51
C3 -3.496 5.097 -2.606  -0.51
C4 -0.556 4.216 2.361  0.58
C5 1.740 -6.422 1.213  0.44
C6 -1.320 -4.071 -5.091  0.46
C7 1.679 -4.502 3.758  -0.67
C8 -2.422 0.294 -1.810  -0.86
C9 -0.622 1.798 3.214  -1.45
C10 -4.281 0.672 -3.732  -0.63
C11 0.839 -5.459 -3.197  -0.47
C12 -1.112 4.662 4.641  -0.50
C13 -1.484 5.037 -1.324  0.03
C14 5.928 4.111 3.257  -1.44
C15 3.424 4.193 3.812  -0.67
C16 2.125 -7.379 2.338  -1.51
C17 -0.107 -3.556 -4.290  -0.47
C18 -2.974 -0.137 -3.277  0.57
C19 2.176 -4.966 1.468  -0.55
C20 -0.982 2.760 2.085  0.55
C21 -4.008 3.558 -2.712  0.10
C22 3.825 1.898 4.339  -0.81
B1 -3.300 2.870 -4.029  0.95
H1 -0.731 5.859 -1.045  0.38
H2 -2.284 -0.622 -1.153  0.31
H3 2.539 4.796 3.583  0.27
H4 1.587 -5.412 -3.994  0.32
H5 -1.125 0.200 -3.858  0.33
H6 -0.091 -5.345 -6.352  0.34
H7 -0.628 4.769 1.420  -0.05
H8 -0.442 2.426 1.193  0.41
H9 -3.260 0.909 -1.321  0.17
H10 1.485 -7.274 3.215  0.28
H11 2.256 -6.764 0.309  0.33
H12 -0.309 -2.518 -4.008  0.11
H13 6.062 3.049 3.042  0.28
H14 -1.553 -3.316 -5.849  0.43
H15 4.641 1.572 3.691  0.26
H16 -4.943 -0.088 -4.295  0.25
H17 -2.907 3.130 2.576  0.33
H18 2.035 -8.415 2.001  0.36
H19 2.753 -4.649 3.910  0.30
H20 -3.313 -1.233 -3.137  -0.08
H21 0.148 -6.287 -3.371  0.27
H22 0.056 -5.953 0.168  0.25
H23 4.219 2.293 5.280  0.36
H24 -0.700 0.763 2.869  0.39
H25 4.594 5.717 2.867  0.42
H26 -1.443 5.528 5.218  0.28
H27 2.081 -4.417 0.525  0.25
H28 -1.045 -6.244 -5.161  0.29
H29 6.104 4.269 4.325  0.33
H30 1.364 -3.631 4.336  0.26
H31 -1.678 3.797 4.994  0.22
H32 3.162 -7.221 2.649  0.35
H33 3.683 4.407 4.856  0.42
H34 -3.562 3.031 -1.788  -0.43
H35 6.708 4.647 2.710  0.37
H36 -2.641 3.229 0.998  0.21
H37 -5.145 3.473 -2.715  0.22
H38 -0.042 4.516 4.818  0.14
H39 -2.216 -4.808 -3.438  0.32
H40 -4.453 5.727 -2.688  0.20
H41 -2.732 -3.339 -3.819  0.26
H42 0.406 1.958 3.552  0.15
H43 -2.802 5.321 -3.493  0.26
H44 0.803 -3.539 -4.902  0.40
H45 1.353 -5.654 -2.252  -0.02
H46 -1.285 1.895 4.077  0.29
H47 -4.860 0.943 -2.788  0.22
H48 3.213 1.021 4.561  0.22
H49 -1.476 0.918 -1.875  0.16
H50 -1.829 -5.561 -6.574  0.37
H51 -3.192 3.713 -4.893  -0.31
H52 0.493 4.276 2.677  -0.38
H53 4.064 3.200 1.497  0.34
H54 1.121 -5.363 4.131  0.23
H55 3.233 -4.906 1.756  0.42
H56 3.397 4.619 1.168  0.26
H57 -0.170 -6.042 1.752  0.34
H58 -2.182 2.487 -3.812  -0.33